# 1
4 unconnected molecules or ions with the total composition C43H49Br2F37N2O9S at a distorted geometry, computed with ωB97M-V/def2-TZVPD.

CARTESIAN COORDINATES (ANGSTROEM)
Br  1.199  5.467  0.200
Br  -0.376  3.475  -3.892
S  0.115  -0.074  0.037
F  -9.981  2.900  3.213
F  -7.432  6.322  7.556
F  -5.526  3.517  6.544
F  2.817  -7.445  -3.230
F  -8.289  0.890  8.753
F  -7.974  4.514  3.525
F  -4.862  -1.423  0.845
F  -6.184  0.468  2.360
F  -5.518  0.424  8.597
F  9.564  -0.749  2.218
F  0.596  -4.499  -4.725
F  1.080  -8.891  -5.045
F  7.724  -1.185  -1.282
F  3.677  -9.221  -4.135
F  9.454  -3.489  -3.342
F  -6.447  3.342  2.352
F  -8.310  4.314  1.309
F  11.800  -0.345  0.692
F  -6.039  -0.964  -1.046
F  -8.246  1.673  3.942
F  -10.073  2.054  0.781
F  -7.334  1.890  7.101
F  9.957  0.118  -0.358
F  -6.175  5.098  8.835
F  1.249  -10.583  -3.723
F  8.796  -2.212  0.825
F  -5.060  5.620  6.377
F  -1.429  -5.651  -3.291
F  -7.378  2.025  -0.167
F  0.541  -6.093  -2.492
F  6.905  -2.927  -2.287
F  -8.586  0.146  -0.421
F  9.370  -3.569  -1.192
F  1.463  -6.425  -5.177
F  -7.436  -1.240  1.533
F  -5.160  2.543  8.904
F  -9.798  0.262  2.128
O  -0.576  3.100  1.522
O  0.289  -8.757  -2.938
O  4.026  -2.603  0.464
O  3.085  -3.166  -3.173
O  0.739  -0.900  -2.282
O  -7.974  3.069  8.913
O  -4.876  2.967  -3.280
O  10.355  -1.818  -2.216
O  -3.212  4.258  -2.392
N  1.399  2.063  -0.301
N  -2.175  2.401  -0.180
C  -6.088  4.739  6.485
C  2.537  2.046  -1.268
C  10.687  -0.910  0.135
C  2.714  -8.790  -3.285
C  -5.616  -0.391  0.171
C  3.543  3.294  -1.171
C  -2.978  1.584  -2.616
C  -0.281  -6.353  -3.536
C  11.172  -1.789  -1.037
C  9.933  -1.631  1.254
C  7.917  -2.025  -2.322
C  -9.097  1.370  1.575
C  0.309  -5.821  -4.843
C  4.099  -2.376  -0.963
C  -0.659  -7.849  -3.517
C  -0.591  1.036  -1.335
C  -6.936  5.058  7.717
C  -3.106  0.206  -0.528
C  5.093  -1.769  1.034
C  6.003  3.826  -0.593
C  5.060  2.734  -1.353
C  -0.060  0.271  -2.662
C  -7.816  3.604  2.435
C  -3.725  2.984  -2.763
C  -8.147  4.133  7.967
C  -7.933  0.940  0.581
C  0.572  4.959  -1.597
C  -8.732  2.341  2.779
C  9.276  -2.728  -2.238
C  -6.796  -0.005  1.182
C  1.120  -1.590  -3.507
C  -2.187  1.354  -1.236
C  0.102  2.453  -0.912
C  2.702  -1.845  -3.633
C  -0.865  2.741  0.370
C  2.980  -3.264  -1.734
C  0.575  6.145  -2.698
C  -4.544  0.801  -0.058
C  1.328  -9.233  -3.767
C  4.430  -0.921  2.223
C  -6.057  1.556  9.110
C  0.133  3.647  -1.963
C  -7.403  1.866  8.445
H  -6.176  1.427  10.188
H  5.559  4.870  -0.811
H  3.164  1.110  -1.010
H  -4.362  1.377  0.908
H  3.952  -1.649  2.959
H  3.327  -1.003  -3.177
H  -8.916  4.764  8.422
H  3.234  -4.356  -1.459
H  -1.530  -7.928  -2.861
H  -1.014  -8.200  -4.489
H  5.258  -0.317  2.753
H  -0.972  -0.167  -3.208
H  5.900  -2.479  1.408
H  5.509  -1.021  0.266
H  2.241  1.930  -2.361
H  3.342  4.117  -1.948
H  -3.801  0.781  -2.694
H  5.106  -2.631  -1.432
H  -0.479  6.372  -3.066
H  1.690  2.696  0.456
H  1.260  5.808  -3.549
H  -2.921  3.097  -0.153
H  -0.547  -1.306  -0.017
H  11.452  -2.795  -0.714
H  3.490  3.727  -0.119
H  -2.344  1.449  -3.559
H  -0.395  -5.935  -5.672
H  -5.017  1.492  -0.829
H  -8.597  3.778  7.036
H  -2.635  -0.213  0.420
H  -6.679  4.806  5.569
H  2.925  -9.186  -2.289
H  12.108  -1.340  -1.381
H  7.072  3.829  -1.000
H  5.353  2.592  -2.443
H  0.773  -1.001  -4.426
H  -3.234  -0.699  -1.236
H  -3.694  4.525  -1.573
H  3.868  -1.266  -1.143
H  10.557  -2.395  1.724
H  0.616  0.888  -3.335
H  2.930  -1.837  -4.765
H  7.832  -1.445  -3.243
H  1.924  -3.082  -1.336
H  0.601  -2.614  -3.482
H  5.984  3.674  0.536
H  5.187  1.764  -0.741
H  3.623  -0.192  1.846
H  1.035  7.099  -2.259

**Structure (SMILES)**: CCCCN[C@]1(/C(Br)=C(/C)Br)C(=O)N[C@@](CCC(F)(F)C(F)(F)C(F)(F)C(F)(F)C(F)(F)C(F)(F)F)(CC(=O)O)[C@@]1(S)COCCOCCOCC.FC(F)C(F)(F)COC(F)(F)C(F)F.FC(F)C(F)(F)COC(F)(F)C(F)F.FC(F)C(F)(F)COC(F)(F)C(F)F
**LUMO level**: -0.14 eV
**2S+1**: 1
**Total charge**: 0

# 2
C4H10S3 in the gas phase at a distorted geometry, computed with ωB97M-V/def2-TZVPD.

CARTESIAN COORDINATES (ANGSTROEM)
S  -1.590  1.793  1.780
S  1.117  0.045  1.028
S  -0.571  -0.887  -1.450
C  -0.543  -0.197  0.217
C  -1.114  1.294  0.077
C  0.753  0.133  -2.204
C  1.173  -1.728  1.537
H  -1.893  1.220  -0.670
H  -0.378  2.047  -0.223
H  0.596  1.196  -2.514
H  2.053  -2.039  2.083
H  1.021  -0.485  -3.086
H  -2.361  2.884  1.441
H  1.529  -0.040  -1.406
H  0.143  -2.036  2.021
H  1.310  -2.321  0.610
H  -1.244  -0.879  0.759

**ΔE to the lowest compared entry with this formula, charge and spin**: 1.223 eV
**Structure (SMILES)**: CSC(CS)SC
**LUMO level**: 0.69 eV
**2S+1**: 1
**Total charge**: 0

# 3
A molecular structure, C3H2FOSm at a distorted geometry, computed with ωB97M-V/def2-TZVPD.

CARTESIAN COORDINATES (ANGSTROEM)
Sm  -2.685  2.519  0.346
F  1.090  -1.604  -1.160
O  -1.066  -0.780  0.346
C  0.703  -0.929  -0.046
C  -0.784  0.537  0.335
C  0.584  0.489  -0.055
H  1.133  1.245  -0.613
H  1.023  -1.476  0.847

**ΔE to the lowest compared entry with this formula, charge and spin**: 1.401 eV
**LUMO level (spin up / spin down)**: -5.97 / -5.79 eV
**<S²>**: 12.01
**2S+1**: 7
**Total charge**: +1

no.,E_tot (hartree)
1,-11695.48309
2,-1352.91933
3,-948.12499